Record 1
70
Properties=species:S:1:pos:R:3 method="wB97M-V/def2-TZVPD" relative_energy_kcal_mol=0.0 s_squared=12.6607 homo_lumo_gap_ev="6.83 / 6.82" lumo_energy_ev="2.1 / 2.1" multiplicity=7 total_charge=-1 largest_force_ev_per_a=2.35
Tb -0.40 0.00 0.69
O 1.04 3.80 -1.77
C 1.24 3.17 -2.94
C 1.97 3.85 -3.91
C 2.23 3.27 -5.13
C 1.78 1.98 -5.40
C 1.05 1.30 -4.45
C 0.76 1.87 -3.22
C 0.02 1.12 -2.19
O -0.07 1.58 -1.01
N -0.58 -0.01 -2.60
N -0.99 -0.77 -1.58
C -1.71 -1.82 -1.81
C -1.96 -2.73 -0.71
C -2.86 -3.79 -0.83
C -3.07 -4.63 0.25
C -2.33 -4.42 1.41
C -1.43 -3.36 1.44
N -1.26 -2.52 0.43
H 0.58 3.16 -1.17
H 2.32 4.85 -3.68
H 2.80 3.81 -5.88
H 2.00 1.52 -6.36
H 0.68 0.30 -4.64
H -2.10 -2.07 -2.80
H -3.40 -3.92 -1.76
H -3.79 -5.43 0.19
H -2.46 -5.05 2.27
H -0.81 -3.18 2.31
O -0.29 1.93 1.75
C 0.26 2.47 2.78
C -0.14 3.77 3.20
C 0.43 4.41 4.27
C 1.42 3.78 5.02
C 1.83 2.51 4.66
C 1.30 1.84 3.56
C 1.84 0.55 3.21
N 1.42 -0.13 2.21
N 2.02 -1.35 1.96
C 1.86 -1.73 0.71
O 1.38 -1.00 -0.22
C 2.30 -3.11 0.38
C 3.07 -3.87 1.25
C 3.44 -5.15 0.92
C 3.03 -5.71 -0.29
C 2.27 -4.95 -1.17
C 1.91 -3.66 -0.84
H -0.92 4.24 2.61
H 0.12 5.41 4.52
H 1.87 4.28 5.86
H 2.61 2.02 5.24
H 2.67 0.18 3.82
H 3.38 -3.42 2.18
H 4.05 -5.74 1.60
H 3.31 -6.72 -0.55
H 1.95 -5.37 -2.11
H 1.34 -3.04 -1.52
C -2.19 3.81 -0.43
S -3.26 3.57 -1.88
C -4.09 2.04 -1.40
H -2.81 4.12 0.41
H -1.48 4.58 -0.69
H -1.68 2.87 -0.20
H -4.11 1.98 -0.31
H -3.55 1.18 -1.79
H -5.10 2.06 -1.79
O -1.70 -0.61 2.57
C -2.68 -0.13 1.98
O -2.72 0.20 0.78
H -3.62 0.00 2.57

Record 2
63
Properties=species:S:1:pos:R:3 method="wB97M-V/def2-TZVPD" homo_lumo_gap_ev=8.81 lumo_energy_ev=-3.2 total_charge=+1 largest_force_ev_per_a=1.48
C 2.55 -3.07 1.02
O 1.79 -3.05 -0.18
C 2.56 -2.93 -1.36
C 2.96 -1.51 -1.68
C 1.87 -0.49 -1.40
C 1.98 0.21 -0.05
C 1.30 1.59 0.05
C -0.07 1.60 0.74
C -1.27 1.90 -0.17
C -1.20 1.20 -1.52
C -2.52 0.60 -2.00
N -2.45 -0.90 -2.11
O -1.55 -1.33 -3.09
C -3.80 -1.55 -2.31
O -3.65 -2.90 -2.36
C -3.31 -3.50 -1.14
C -4.32 -3.75 -0.21
C -3.98 -4.36 1.01
C -2.64 -4.72 1.28
C -1.64 -4.46 0.33
C -1.97 -3.84 -0.89
H 2.26 -3.93 1.61
H 3.61 -3.15 0.82
H 2.38 -2.18 1.59
H 3.44 -3.55 -1.27
H 1.97 -3.33 -2.16
H 3.88 -1.25 -1.17
H 3.19 -1.48 -2.74
H 1.85 0.25 -2.18
H 0.93 -1.03 -1.43
H 3.02 0.32 0.21
H 1.52 -0.42 0.70
H 1.24 2.03 -0.93
H 1.96 2.22 0.62
H -0.08 2.34 1.52
H -0.24 0.65 1.23
H -1.35 2.96 -0.32
H -2.17 1.59 0.35
H -0.83 1.88 -2.27
H -0.47 0.40 -1.47
H -2.82 0.95 -2.97
H -3.30 0.78 -1.28
H -2.05 -1.25 -1.24
H -1.54 -0.64 -3.76
H -4.18 -1.18 -3.24
H -4.41 -1.22 -1.48
H -5.34 -3.52 -0.43
H -4.74 -4.58 1.73
H -2.38 -5.20 2.20
H -0.63 -4.74 0.50
H -1.23 -3.68 -1.65
C 2.15 5.47 1.49
C 1.42 6.38 2.12
C 1.37 6.42 3.61
O 0.69 7.24 4.19
C 2.19 5.43 4.35
C 2.92 4.52 3.71
C 2.96 4.47 2.23
O 3.62 3.64 1.64
H 2.21 5.42 0.40
H 0.82 7.12 1.60
H 2.14 5.49 5.43
H 3.52 3.79 4.23

Record 3
59
Properties=species:S:1:pos:R:3 method="wB97M-V/def2-TZVPD" relative_energy_kcal_mol=59.7 s_squared=0.7664 homo_lumo_gap_ev="4.84 / 4.70" lumo_energy_ev="0.1 / 0.2" multiplicity=2 total_charge=-1 largest_force_ev_per_a=4.09
Ir -0.52 -0.99 0.13
C 1.82 3.18 3.48
C 0.74 2.70 4.21
C -0.16 1.83 3.65
C 0.05 1.37 2.34
C 1.14 1.84 1.61
C 2.00 2.76 2.17
N -0.85 0.47 1.74
N -1.98 0.41 2.30
C -2.91 -0.35 1.66
C -4.23 -0.35 2.12
C -5.21 -0.95 1.36
C -4.89 -1.52 0.13
C -3.57 -1.55 -0.30
C -2.54 -1.04 0.48
H 2.53 3.86 3.93
H 0.62 3.00 5.25
H -1.00 1.44 4.19
H 1.26 1.55 0.57
H 2.85 3.11 1.60
H -4.45 0.15 3.05
H -6.24 -0.96 1.71
H -5.65 -1.95 -0.49
H -3.36 -1.98 -1.27
Se -1.40 -6.57 0.15
Sb -2.39 -4.32 0.24
Se -0.11 -2.83 1.68
Se -0.74 -2.91 -1.26
Se -4.24 -4.78 -1.37
Se 2.56 2.34 -6.22
N 3.22 1.20 -5.03
C 2.34 1.06 -4.08
C 2.50 0.18 -2.95
C 3.65 -0.59 -2.77
C 3.66 -1.53 -1.77
C 2.55 -1.65 -0.95
N 1.49 -0.85 -1.02
C 1.44 0.04 -2.04
C 0.23 0.82 -2.18
N -0.76 0.64 -1.29
C -1.87 1.36 -1.39
C -2.08 2.30 -2.39
C -1.10 2.47 -3.35
C 0.07 1.72 -3.25
C 1.13 1.82 -4.24
N 1.05 2.57 -5.31
H 4.48 -0.46 -3.44
H 4.51 -2.18 -1.59
H 2.51 -2.45 -0.23
H -2.62 1.19 -0.64
H -3.00 2.86 -2.41
H -1.21 3.16 -4.17
F 3.80 0.11 1.21
Te 2.54 -1.23 2.29
F 4.11 -2.26 1.71
F 2.80 -2.54 3.67
F 3.28 -0.20 3.72
F 0.69 -1.30 3.47
O 1.48 -3.21 1.57

Record 4
18
Properties=species:S:1:pos:R:3 method="wB97M-V/def2-TZVPD" relative_energy_kcal_mol=2.3 homo_lumo_gap_ev=10.51 lumo_energy_ev=0.9 total_charge=0 largest_force_ev_per_a=0.36
C 2.82 0.51 -0.14
N 1.47 0.23 -0.59
C 0.47 -0.05 0.30
O 0.67 -0.16 1.50
C -0.94 -0.13 -0.29
C -1.55 -1.51 -0.04
C -1.77 0.96 0.40
H 3.24 1.35 -0.71
H 3.49 -0.35 -0.24
H 2.77 0.78 0.92
H 1.29 0.16 -1.57
H -0.91 0.07 -1.37
H -1.51 -1.75 1.03
H -1.02 -2.29 -0.59
H -2.60 -1.52 -0.36
H -2.81 0.94 0.06
H -1.75 0.80 1.49
H -1.37 1.96 0.21

Record 5
7
Properties=species:S:1:pos:R:3 method="wB97M-V/def2-TZVPD" relative_energy_kcal_mol=47.5 homo_lumo_gap_ev="6.14 / 6.95" lumo_energy_ev="-2.7 / -2.3" total_charge=0 largest_force_ev_per_a=2.11
P -0.24 0.08 1.38
S 1.38 1.01 0.24
S -0.26 -1.98 1.17
S 0.39 1.81 -1.50
S -1.80 -1.00 -1.54
S -0.19 -0.12 -2.28
H 0.70 0.20 2.52

Record 6
10
Properties=species:S:1:pos:R:3 method="wB97M-V/def2-TZVPD" relative_energy_kcal_mol=76.3 homo_lumo_gap_ev=9.37 lumo_energy_ev=0.0 total_charge=0 largest_force_ev_per_a=3.37
C 0.37 0.33 -0.79
C 0.35 -0.75 1.50
C -0.33 -0.46 0.40
C -0.40 1.13 -1.91
F -1.76 0.97 -1.84
H 0.93 1.13 -0.35
H 1.06 -0.29 -1.32
H -0.27 -0.99 2.33
H 1.48 -0.80 1.48
H -1.43 -0.26 0.50